(1)
Entry from OMol25: C6H15ClLiNO2 as an isolated structure (the ωB97M-V functional and the def2-TZVPD basis).

Structure (XYZ):
```
26
Properties=species:S:1:pos:R:3:forces:R:3
H -2.205 -0.668 1.757 0.039 -0.358 -0.468
O -0.317 -0.291 -2.742 1.455 0.931 0.086
H -0.807 1.035 2.942 -0.409 -0.097 -0.037
C -1.165 -1.354 -2.436 -0.452 0.837 -0.110
Li 2.844 0.117 4.912 0.873 1.298 0.055
H 0.100 -0.388 2.444 0.732 0.049 0.219
H -2.024 0.836 0.840 -0.404 -0.123 -0.716
H -0.656 -2.317 -2.443 0.094 -0.130 0.518
N -0.898 -0.715 -0.031 -3.067 2.540 0.806
H 2.172 0.604 1.939 0.424 -0.386 -0.170
H -1.884 -1.369 -3.255 -0.684 -0.466 0.332
H 0.235 -0.868 -4.662 0.026 -0.557 0.060
C -0.416 0.500 2.077 0.815 -0.026 -0.235
H -2.381 0.003 -1.305 0.300 0.635 0.135
H -0.107 -0.145 -0.296 1.407 -0.191 -0.410
Cl 3.924 2.215 4.662 -0.863 -1.409 0.010
C -1.510 -0.067 1.171 1.282 0.596 0.721
O 0.430 1.379 1.326 -2.218 -0.781 -0.456
H 1.774 1.951 2.885 -0.578 0.659 -0.010
H -2.650 -1.587 -0.788 0.149 -0.281 0.248
H 2.312 2.176 1.196 -0.369 0.144 0.077
C 1.691 1.579 1.864 1.754 -0.803 0.592
H 1.343 -1.367 -3.273 0.048 -0.255 -0.464
H 1.328 0.259 -3.976 -0.296 0.275 0.650
C 0.709 -0.600 -3.718 -0.492 0.029 0.254
C -1.843 -0.920 -1.090 0.432 -2.133 -1.688
```
Positions in Å, forces in eV/Å.

Values from the calculation:
- Spin multiplicity: 2
- Frontier orbital gap (spin up / spin down): 7.567 / 3.056 eV
- Total charge: +1
- HOMO level (spin up / spin down): -0.4120 / -0.4119 Eh
- Lowest unoccupied orbital energy (spin up / spin down): -3.6 / -8.2 eV
- Largest force on an atom: 4.06 eV/Å
- Total energy: -24768.7105 eV
- Relative energy (zero: lowest compared OMol25 entry of this formula, charge and spin): 0.7189 eV

---

(2)
Entry from OMol25: C6H15F2INb as an isolated structure (the ωB97M-V functional and the def2-TZVPD basis).

Structure (XYZ):
```
25
Properties=species:S:1:pos:R:3:forces:R:3
H -1.197 0.702 -1.185 0.048 0.024 -0.016
H 0.066 -2.949 1.409 0.586 0.660 0.206
C 1.758 0.124 -0.652 0.005 -0.086 0.847
H 0.251 1.574 0.791 -0.039 -0.093 -0.001
H 2.900 1.925 -0.466 0.065 -0.036 -0.070
H 3.025 0.830 0.893 -0.054 0.008 0.121
H -2.576 1.545 0.512 -0.021 0.064 -0.063
H 0.129 -0.637 1.473 -0.253 0.164 0.137
H 1.406 2.182 1.941 0.038 -0.044 0.044
H -2.063 0.043 1.271 0.093 -0.020 -0.011
C -1.988 0.001 -0.898 -0.071 0.023 -0.224
H -1.147 -1.659 -1.953 0.036 -0.099 -0.037
H -3.643 0.146 0.495 -0.048 -0.073 0.028
H -2.758 0.078 -1.677 0.006 0.037 -0.065
C -1.345 -1.384 -0.914 -0.005 0.811 0.500
F 2.841 -0.427 -1.414 -0.148 0.007 -0.033
I -2.838 -2.838 -0.332 -0.016 -0.227 -0.025
Nb 0.679 -1.753 0.165 -0.198 -0.236 -0.587
C 1.219 2.065 0.875 -0.073 0.109 0.102
F 1.148 -2.972 -1.152 0.270 -1.127 -1.090
H 1.121 3.068 0.458 0.025 0.032 -0.099
H 1.080 0.569 -1.402 -0.107 -0.188 -0.039
C 2.320 1.257 0.181 0.110 -0.039 -0.054
H 2.214 -1.948 1.160 -0.247 0.342 0.254
C -2.602 0.458 0.420 -0.002 -0.013 0.172
```
Positions in Å, forces in eV/Å.

Values from the calculation:
- Frontier orbital gap: 7.305 eV
- Total charge: -1
- HOMO level: -0.1701 Eh
- Lowest unoccupied orbital energy: 2.7 eV
- Largest force on an atom: 1.59 eV/Å
- Total energy: -21549.2223 eV

---

(3)
Entry from OMol25: C6H15F8KN4O20PS8 as an isolated structure (the ωB97M-V functional and the def2-TZVPD basis).

Structure (XYZ):
```
63
Properties=species:S:1:pos:R:3:forces:R:3
H 1.078 4.598 3.614 -0.412 0.291 0.361
C -0.092 2.966 3.020 -1.110 0.271 -0.902
H -0.370 -1.528 1.086 -0.467 -0.186 -0.494
F 4.067 -2.843 -4.290 0.309 -0.617 1.055
O 1.499 -1.725 -0.682 0.855 -2.682 -1.253
S 3.498 0.641 1.690 0.812 -5.632 4.172
K -0.147 0.488 -1.560 0.719 0.061 0.402
H -4.567 1.627 2.290 -0.117 0.239 0.468
F -3.065 0.258 -2.370 0.106 1.103 0.594
S -1.705 -3.206 -1.987 3.634 -2.147 -1.695
O 0.351 2.979 -6.355 -0.063 -0.246 1.302
O 3.668 1.242 2.983 -0.486 0.345 0.145
O 2.290 -4.323 -3.627 1.055 2.499 0.934
O -2.795 1.002 3.013 3.540 0.888 -0.131
H 0.391 3.145 2.059 0.324 -1.063 -0.057
H -3.871 0.506 1.243 0.955 -0.135 -0.096
F 3.128 -3.018 0.454 -0.243 -0.123 -0.174
C -1.059 -1.861 1.862 2.027 -1.193 -0.250
S -3.200 -1.314 -2.216 -4.144 3.177 0.458
H -0.281 -3.847 1.714 0.188 -0.034 0.100
O 2.859 3.441 1.646 0.400 -0.309 -0.848
O 1.691 -4.263 -1.010 0.269 1.928 0.154
O -3.897 -1.482 -0.925 1.693 -0.137 -1.673
N -1.676 -1.533 -2.350 0.249 -4.513 1.517
S 1.940 1.937 -4.170 7.769 -3.331 2.034
H -1.062 3.441 2.870 -0.320 0.054 0.251
N 0.460 1.595 -4.034 -2.624 3.626 -2.540
O -3.968 -1.585 -3.383 -0.491 -0.795 -0.301
O -1.222 0.908 0.869 -0.247 -0.033 3.302
O 1.673 2.250 -0.211 4.086 1.018 2.193
O -1.056 -0.850 2.845 -0.507 3.401 0.807
F -1.482 2.864 -4.797 0.213 -0.169 -0.105
S 2.786 -2.979 -3.290 1.158 0.414 -3.635
F 4.682 -0.504 1.820 -0.861 0.264 -0.495
O -2.789 -3.968 -2.572 0.413 1.123 0.772
H -5.679 -0.495 2.726 -0.038 -0.130 0.174
N 4.147 1.352 0.517 -2.012 4.156 -1.593
C -3.932 0.741 2.306 -2.785 -1.101 -0.663
F 2.458 0.837 -3.163 -0.141 -1.100 0.236
S 2.988 2.612 0.473 -3.059 -0.532 -3.625
H 0.544 -2.915 3.026 0.161 0.419 -0.560
C -0.393 -3.100 2.500 -1.037 0.105 -0.027
O 2.278 -0.081 1.438 0.771 0.724 0.302
O -1.204 -3.608 -0.705 -0.956 1.045 -0.289
N 3.568 -2.741 -1.791 -0.752 -0.670 -4.462
H -4.468 -0.307 4.078 -0.366 -0.158 0.065
F -0.461 -3.632 -2.951 -1.188 0.853 0.681
O 2.100 -1.792 -3.768 -0.280 -1.704 1.339
O 2.628 1.554 -5.394 -1.096 1.069 0.919
H -4.116 -1.355 2.687 -0.142 -0.129 0.135
H 0.138 3.771 5.011 -0.348 0.687 -0.149
H 1.559 3.135 4.369 0.218 -0.279 -0.422
H -1.047 -3.493 3.278 -0.292 -0.225 0.020
F 3.736 3.465 -0.597 0.174 0.207 0.093
C 0.673 3.692 4.065 0.961 -0.914 0.925
P -1.296 0.706 2.375 -0.260 -1.287 -1.346
S 0.105 3.060 -4.931 -3.951 1.260 -0.627
O 0.277 4.372 -4.327 -0.074 -1.803 -0.373
C -4.628 -0.448 3.009 0.453 0.658 -0.593
S 2.308 -2.944 -0.938 -2.421 0.623 5.840
H -2.067 -2.071 1.503 0.093 0.025 -0.151
O -0.360 1.564 3.364 -0.317 -0.302 -1.118
O 2.387 3.064 -3.408 0.002 1.146 -1.101
```
Positions in Å, forces in eV/Å.

Values from the calculation:
- Frontier orbital gap: 8.209 eV
- Total charge: -3
- HOMO level: -0.0946 Eh
- Lowest unoccupied orbital energy: 5.6 eV
- Largest force on an atom: 8.69 eV/Å
- Total energy: -187411.9557 eV
- Relative energy (zero: lowest compared OMol25 entry of this formula, charge and spin): 0.0000 eV

---

(4)
Entry from OMol25: C6H15HfNO14S3 as an isolated structure (the ωB97M-V functional and the def2-TZVPD basis).

Structure (XYZ):
```
40
Properties=species:S:1:pos:R:3:forces:R:3
H 2.349 -1.754 1.028 0.414 1.489 0.308
O 1.141 2.343 2.355 -2.211 -2.384 2.822
O -3.773 -0.608 -0.563 -0.752 4.478 4.978
H -0.568 -2.924 3.112 -0.598 -0.209 -0.732
O -2.486 -1.586 -1.919 7.377 0.099 -3.472
O -0.729 -1.130 1.935 -1.546 1.309 1.184
O -2.349 2.964 -2.539 1.469 -2.521 -1.605
H 0.774 -1.851 3.113 0.022 0.415 0.553
H 3.508 -0.862 -1.359 0.327 -0.493 0.039
S -3.815 -1.706 -1.469 -3.006 -1.700 -1.065
O -2.345 5.378 -2.325 0.680 0.963 -0.957
C -0.027 -2.225 2.474 2.782 1.048 -1.293
H 0.019 -3.296 0.644 0.118 0.392 -0.650
O 1.930 3.032 0.606 0.860 0.786 -3.559
O 1.446 4.734 2.308 0.558 0.347 0.184
C 2.175 0.961 -2.661 -1.862 0.736 0.307
O 1.708 -0.092 -1.804 0.347 -0.524 0.182
S -2.925 4.134 -1.907 -1.011 1.800 0.566
O 3.405 3.214 2.523 -0.532 0.689 0.051
O -3.929 -3.000 -0.841 -1.155 -1.308 0.766
O -2.508 3.863 -0.528 0.819 -0.852 2.682
H 1.125 -2.877 -1.219 -0.254 0.615 -0.344
C 1.953 -2.303 -0.804 -0.458 0.748 0.565
H -0.909 0.247 3.640 0.665 0.461 -0.910
C 0.755 -2.751 1.236 -1.052 -0.465 0.602
O -4.781 -1.399 -2.506 -0.759 -0.686 -0.515
H -2.431 -0.006 2.706 0.474 0.278 -1.000
H -1.782 -1.166 3.707 -0.089 -0.522 -0.001
H 2.723 -3.064 -0.673 0.270 -0.083 0.471
S 2.047 3.454 2.028 0.639 -0.550 -0.178
N 1.495 -1.651 0.499 -0.410 -2.586 -0.632
O -4.360 4.132 -1.986 -1.336 -0.149 -0.325
H 2.614 -1.667 -2.724 0.459 -0.119 -0.082
H 1.505 -3.484 1.533 -0.071 -0.271 0.289
Hf -0.586 0.715 -0.260 -0.496 -0.517 -0.180
H 1.355 1.658 -2.485 0.323 0.711 -0.145
H 3.103 1.474 -2.409 0.158 -0.553 0.372
C 2.558 -1.259 -1.715 -0.982 1.177 -0.433
C -1.460 -0.421 2.979 -0.584 -1.261 1.183
H 2.074 0.780 -3.731 0.401 -0.786 -0.027
```
Positions in Å, forces in eV/Å.

Values from the calculation:
- Frontier orbital gap: 2.407 eV
- Total charge: -2
- HOMO level: -0.0768 Eh
- Lowest unoccupied orbital energy: 0.3 eV
- Largest force on an atom: 8.15 eV/Å
- Total energy: -70417.9124 eV
- Relative energy (zero: lowest compared OMol25 entry of this formula, charge and spin): 23.3234 eV

---

(5)
Entry from OMol25: C6H15N as an isolated structure (the ωB97M-V functional and the def2-TZVPD basis).

Structure (XYZ):
```
22
Properties=species:S:1:pos:R:3:forces:R:3
C 1.594 -1.802 -0.482 1.186 0.618 -0.735
H 0.114 -1.583 -1.996 -0.044 -0.038 0.034
H -2.103 -2.227 2.214 0.093 -0.103 0.015
H -0.506 3.113 -0.434 -0.128 0.357 0.293
H 1.604 -2.238 -2.604 0.237 -0.146 0.195
C -2.153 2.384 0.860 -0.339 -0.999 0.016
C 0.930 -2.263 -1.746 -0.665 0.603 -0.080
H 3.214 -0.632 0.251 -0.467 0.455 0.791
C -0.703 2.455 0.416 -0.244 -0.390 -0.691
H -0.096 2.734 1.281 0.252 0.225 -0.309
H 2.524 -0.046 -1.294 -0.516 0.339 0.027
C -0.193 1.065 -0.010 0.198 0.114 2.180
H 1.088 -0.787 0.029 -2.340 0.534 1.163
H -2.186 1.779 1.773 -0.014 0.484 0.202
H -2.649 -1.732 2.208 -0.098 0.091 -0.005
H 1.861 -2.582 0.221 -0.532 0.385 0.539
H 0.495 -3.252 -1.631 0.071 -0.054 0.012
N -0.694 -0.005 0.306 0.287 -1.086 -0.825
H -2.742 1.738 0.204 0.064 0.346 -0.391
C 2.336 -0.585 -0.377 2.068 -1.542 -1.943
H 0.938 1.133 -0.172 0.710 -0.292 -0.592
H -2.671 3.333 0.984 0.220 0.099 0.105
```
Positions in Å, forces in eV/Å.

Values from the calculation:
- Frontier orbital gap: 6.423 eV
- HOMO level: -0.2522 Eh
- Lowest unoccupied orbital energy: -0.4 eV
- Largest force on an atom: 3.23 eV/Å
- Total energy: -7948.6460 eV
- Relative energy (zero: lowest compared OMol25 entry of this formula, charge and spin): 7.1205 eV